The following is a DFT calculation (ωB97M-V with the def2-TZVPD basis set) of an isolated ion of composition C17H19F11N2O4P and charge +1.

Computed properties:
SMILES: CCOCc1c(C(F)(F)C(F)(F)C(F)(F)C(F)(F)F)c(C(=O)OOCC)c([PH2]=N)c(F)[n+]1CCF
LUMO energy (eV): -5.0729
Charge: +1
Spin multiplicity: 1

Last column: Löwdin charge in e.
Positions of all 54 atoms, in Å:
C 2.1553 -1.9086 2.3396  -0.039
C 2.6463 -2.5316 1.0272  -0.238
O 1.6988 -3.3537 0.3574  -0.082
C 0.6454 -2.7598 -0.3814  -0.103
C 0.6492 -1.2573 -0.5024  -0.063
C -0.1406 -0.4366 0.2145  0.028
C -1.1215 -0.9200 1.2738  -0.353
F -0.8200 -2.1152 1.7900  0.152
F -1.0885 -0.0704 2.3112  0.171
C -2.6309 -0.9184 0.7371  -0.343
F -2.6821 -0.5370 -0.5425  0.166
F -3.3075 0.0047 1.4195  0.177
C -3.4167 -2.2394 0.9673  -0.361
F -3.4683 -2.5443 2.2568  0.198
F -4.6752 -1.9684 0.5945  0.177
C -2.9689 -3.4849 0.1356  -0.546
F -4.0552 -4.2006 -0.1365  0.198
F -2.1608 -4.2741 0.8247  0.192
F -2.4065 -3.1480 -1.0275  0.178
C -0.0515 0.9239 -0.0295  -0.002
C -0.9292 1.9276 0.6859  -0.438
O -2.0600 2.0749 0.2787  0.179
O -0.3678 2.6187 1.7162  0.051
O -1.2953 3.5702 2.2201  -0.032
C -0.9316 4.8856 1.8165  -0.226
C -1.8518 5.4566 0.7476  -0.064
C 0.8190 1.4405 -0.9397  -0.133
P 1.0364 3.2309 -1.3222  0.819
N 2.5089 3.6257 -0.9558  -0.278
C 1.5768 0.5437 -1.6126  -0.257
F 2.3982 0.9733 -2.5212  0.187
N 1.5120 -0.7525 -1.4011  0.111
C 2.4248 -1.6087 -2.1976  -0.029
C 1.7286 -2.0299 -3.5166  -0.165
F 1.7743 -3.3771 -3.6713  0.007
H 1.7562 -0.9053 2.2134  0.067
H 2.9969 -1.8398 3.0225  0.088
H 1.4443 -2.5951 2.7874  0.088
H 3.4397 -3.2102 1.3263  0.129
H 3.1510 -1.7995 0.3900  0.110
H 0.7003 -3.1525 -1.4011  0.134
H -0.2891 -3.1474 -0.0139  0.104
H -1.0537 5.5040 2.7042  0.131
H 0.1153 4.9782 1.5324  0.121
H -1.5271 6.4388 0.4163  0.087
H -1.8554 4.8092 -0.1310  0.054
H -2.8805 5.4776 1.0912  0.087
H 0.1486 3.9529 -0.5120  0.008
H 0.7928 3.4674 -2.6907  0.038
H 3.0033 3.9806 -1.7659  -0.023
H 2.7378 -2.4820 -1.6412  0.131
H 3.3332 -1.0825 -2.4613  0.142
H 2.1672 -1.5102 -4.3642  0.132
H 0.6763 -1.7366 -3.4693  0.133